No. 1
Formula: C5H4IN
Source: the OMol25 dataset
Level of theory: ωB97M-V with the def2-TZVPD basis set

Calculated values
Relative energy (zero: lowest compared OMol25 entry of this formula, charge and spin) = 0.000 eV
LUMO level = 0.620 eV
Strongest force on any atom = 3.51 eV Å⁻¹
Orbital gap = 9.1 eV
HOMO = -8.5073 eV

Geometry (Å):
C: 0.703 1.283 0.469
C: 1.413 0.129 0.181
C: -0.720 1.005 0.272
C: -0.760 -0.346 0.061
C: -0.592 -1.683 -0.557
N: 0.508 -0.881 0.023
I: -2.304 2.407 0.246
H: 1.049 2.330 0.770
H: 2.405 -0.029 0.143
H: -1.001 -2.518 -0.050
H: -0.701 -1.697 -1.558

Atom charges from the Löwdin analysis, given in e for atoms 1 to 8: -0.13 -0.10 -0.71 -0.24 0.05 0.01 0.77 0.12


No. 2
Formula: C5H4IN5O2
Source: the OMol25 dataset
Level of theory: ωB97M-V with the def2-TZVPD basis set

Calculated values
LUMO level (spin up / spin down) = -1.851 / -2.157 eV
Strongest force on any atom = 5.02 eV Å⁻¹
Orbital gap (spin up / spin down) = 6.4 / 6.1 eV
HOMO (spin up / spin down) = -8.2094 / -8.2590 eV

Geometry (Å):
C: 0.912 -1.736 -0.377
C: 2.576 0.324 -1.104
C: 0.330 -0.422 -0.511
C: 1.242 0.751 -0.728
C: -1.012 -0.022 -0.219
N: 2.193 -1.898 -0.643
N: 2.998 -0.896 -1.049
N: -2.189 -0.923 1.726
N: -2.629 0.247 2.009
N: 0.749 1.894 -0.467
O: 0.807 3.068 -0.466
O: -1.277 1.170 -0.013
I: -2.621 -1.444 -0.533
H: 0.315 -2.575 -0.089
H: 3.228 1.180 -1.503
H: -1.997 1.092 1.858
H: -3.625 0.189 2.109

Atom charges from the Löwdin analysis, given in e for atoms 1 to 8: -0.09 -0.08 -0.15 -0.15 -0.73 0.00 0.03 -0.30


No. 3
Formula: C5H4INO
Source: the OMol25 dataset
Level of theory: ωB97M-V with the def2-TZVPD basis set

Calculated values
Relative energy (zero: lowest compared OMol25 entry of this formula, charge and spin) = 2.143 eV
LUMO level = -1.163 eV
Strongest force on any atom = 3.27 eV Å⁻¹
Orbital gap = 7.8 eV
HOMO = -8.9584 eV

Geometry (Å):
C: -0.994 -0.610 -0.027
C: -0.659 -1.811 0.193
C: 1.250 -0.002 -0.794
C: -1.730 0.459 -0.227
C: 1.498 0.703 0.509
N: 1.212 -0.302 -1.900
O: -0.202 -2.870 0.207
I: -3.779 0.671 0.366
H: -1.220 1.328 -0.717
H: 0.585 1.163 0.694
H: 1.739 -0.128 1.200
H: 2.300 1.398 0.498

Atom charges from the Löwdin analysis, given in e for atoms 1 to 8: -0.23 -0.23 -0.32 -0.58 -0.04 0.15 0.20 0.77


No. 4
Formula: C5H4LiO2
Source: the OMol25 dataset
Level of theory: ωB97M-V with the def2-TZVPD basis set

Calculated values
Relative energy (zero: lowest compared OMol25 entry of this formula, charge and spin) = 0.000 eV
Net charge = +1
LUMO level = -4.801 eV
Strongest force on any atom = 4.31 eV Å⁻¹
Orbital gap = 8.6 eV
HOMO = -13.3702 eV

Geometry (Å):
O: 1.661 1.287 -0.861
C: 1.311 0.135 -0.145
H: 0.875 1.802 -1.073
H: 2.229 -0.435 0.044
H: 0.788 -1.047 -1.715
C: 0.647 0.431 1.142
C: 0.038 0.191 2.168
H: -0.393 0.083 3.149
C: 0.198 -0.799 -0.756
C: -1.080 -0.567 -0.843
O: -2.237 -0.366 -0.837
Li: -4.036 -0.714 -0.273

Atom charges from the Löwdin analysis, given in e for atoms 1 to 8: 0.02 -0.37 0.11 0.16 0.18 -0.08 0.15 0.05


No. 5
Formula: C5H4N
Source: the OMol25 dataset
Level of theory: ωB97M-V with the def2-TZVPD basis set

Calculated values
Relative energy (zero: lowest compared OMol25 entry of this formula, charge and spin) = 4.477 eV
Net charge = +1
LUMO level (spin up / spin down) = -7.812 / -6.972 eV
Strongest force on any atom = 6.55 eV Å⁻¹
Orbital gap (spin up / spin down) = 6.2 / 9.0 eV
HOMO (spin up / spin down) = -13.9812 / -16.0089 eV

Geometry (Å):
C: 1.823 -0.297 -0.019
C: -1.110 0.496 -0.046
C: -0.704 -0.892 -0.127
C: 0.969 -1.287 -0.020
C: 0.078 1.294 -0.077
N: 1.223 0.983 -0.116
H: 2.815 -0.356 0.231
H: -1.738 0.843 -0.815
H: -1.992 0.823 0.676
H: -1.363 -1.607 0.316

Atom charges from the Löwdin analysis, given in e for atoms 1 to 8: -0.09 -0.16 0.13 0.24 0.11 0.22 0.10 0.13


No. 6
Formula: C5H4N
Source: the OMol25 dataset
Level of theory: ωB97M-V with the def2-TZVPD basis set

Calculated values
Relative energy (zero: lowest compared OMol25 entry of this formula, charge and spin) = 1.644 eV
Net charge = +1
LUMO level = -5.588 eV
Strongest force on any atom = 8.13 eV Å⁻¹
Orbital gap = 8.8 eV
HOMO = -14.3969 eV

Geometry (Å):
C: -2.548 0.700 -2.383
C: -0.237 -0.064 0.402
C: -1.012 0.340 -0.559
C: 2.118 -0.564 1.143
C: 0.909 -0.260 1.591
N: -1.758 0.472 -1.608
H: -3.359 0.675 -3.058
H: 2.897 -0.447 1.845
H: 2.459 -0.977 0.180
H: 0.530 0.125 2.446

Atom charges from the Löwdin analysis, given in e for atoms 1 to 8: 0.34 0.21 -0.03 0.06 -0.06 0.11 0.14 0.07